## i
Density functional theory data (wB97M-V/def2-TZVPD) for an isolated ion of composition C8H14N3O and charge +1.

lowest unoccupied orbital energy (alpha / beta): -3.651 / -3.650 eV
SMILES: C=c1[nH]/c(=C(\C)[NH2+]C)c(=O)n1C

```
! wB97M-V def2-TZVPD RIJCOSX def2/J DEFGRID3
* xyz 1 1
C -1.7609 -3.2296 -0.2994
C -1.3910 -1.9770 -0.1204
N -0.0575 -1.6469 -0.1661
C 0.0991 -0.2934 0.1506
C 1.2762 0.3298 0.2852
C 2.6711 0.0461 0.5792
N 1.0878 1.8190 0.3678
C 1.6517 2.4918 -0.7269
C -1.2937 0.2158 0.3229
O -1.5809 1.3854 0.5360
N -2.1528 -0.8681 0.1000
C -3.5749 -0.7904 0.3248
H -2.7785 -3.4611 -0.3804
H -1.0536 -4.0055 -0.5079
H 0.7578 -2.2774 -0.3310
H 3.3157 0.9313 0.9059
H 3.2517 -0.3241 -0.2661
H 2.7072 -0.5641 1.4003
H 0.0439 1.9772 0.5177
H 1.5473 2.1624 1.2457
H 2.7471 2.5082 -0.7560
H 1.2339 1.9883 -1.7373
H 1.3690 3.6189 -0.7042
H -4.0395 -1.0122 -0.6424
H -3.8431 -1.6624 0.9260
H -3.5151 0.1970 0.8462
*
```

Here are the natural (NBO) charges for atoms 1 to 6, given in e: atom 1 (C): -0.48, atom 2 (C): 0.33, atom 3 (N): -0.56, atom 4 (C): 0.07, atom 5 (C): 0.09, atom 6 (C): -0.68



## ii
Density functional theory data (wB97M-V/def2-TZVPD) for an isolated ion of composition C8H14N3O and charge +1.

lowest unoccupied orbital energy: -3.492 eV
SMILES: C=CN1COC(=[NH2+])[C@]1(C=C)NC

```
! wB97M-V def2-TZVPD RIJCOSX def2/J DEFGRID3
* xyz 1 1
C 2.2295 1.6509 1.0477
C 1.2132 2.0981 0.2998
N 0.3186 1.2526 -0.4339
C -0.8631 1.8727 -0.8910
O -1.9559 1.3023 -0.1433
C -1.5764 0.2494 0.4531
N -2.2621 -0.5265 1.1866
C -0.1839 -0.0513 -0.0003
C -0.4035 -1.0128 -1.5241
C -1.2431 -2.0560 -1.6467
N 0.4779 -0.8784 0.9551
C 1.4889 -1.7885 0.5544
H 2.9722 2.3208 1.4508
H 2.7550 0.7522 1.0201
H 1.1092 3.2548 0.2340
H -1.2198 1.6639 -1.9194
H -0.8005 2.9676 -0.6122
H -1.6656 -1.1865 1.6930
H -3.1669 -0.2064 1.5056
H -0.1718 -0.4050 -2.3425
H -1.3608 -2.4796 -2.6349
H -1.7798 -2.6164 -0.9354
H 0.7631 -0.1825 1.6583
H 2.1474 -1.2842 -0.2441
H 2.1806 -2.0161 1.2679
H 0.9976 -2.6950 0.0012
*
```

Here are the natural (NBO) charges for atoms 1 to 6, given in e: atom 1 (C): -0.48, atom 2 (C): -0.02, atom 3 (N): -0.48, atom 4 (C): 0.09, atom 5 (O): -0.41, atom 6 (C): 0.68



Which structure is the most stable? The one labeled i.



## i
Density functional theory data (wB97M-V/def2-TZVPD) for a 2-piece molecular cluster, CH2ClFO overall.

lowest unoccupied orbital energy (alpha / beta): -0.793 / -1.598 eV

```
! wB97M-V def2-TZVPD RIJCOSX def2/J DEFGRID3
* xyz 0 1
C 0.4678 -0.5225 -0.4492
O -1.2195 0.7800 0.5910
F -0.4019 1.6971 1.1690
Cl 0.0473 -2.0886 -0.2468
H 1.0740 0.1187 0.1697
H 0.0323 0.0153 -1.2337
*
```

Quick look at the natural (NBO) charges, all values in e: atom 1 (C): -0.27, atom 2 (O): -0.15, atom 3 (F): -0.16, atom 4 (Cl): 0.15, atom 5 (H): 0.22, atom 6 (H): 0.21



## ii
Density functional theory data (wB97M-V/def2-TZVPD) for a single CH2ClFO molecule.

lowest unoccupied orbital energy: 0.750 eV
SMILES: O[C@H](F)Cl

```
! wB97M-V def2-TZVPD RIJCOSX def2/J DEFGRID3
* xyz 0 1
O -0.4706 0.1509 -0.4436
C 0.4035 -0.0369 0.5116
F -0.2019 -0.4676 1.6662
Cl 1.4398 1.4450 0.6906
H -1.2332 0.5961 0.0920
H 1.1939 -0.8435 0.3373
*
```

Quick look at the natural (NBO) charges, all values in e: atom 1 (O): -0.66, atom 2 (C): 0.47, atom 3 (F): -0.35, atom 4 (Cl): -0.12, atom 5 (H): 0.49, atom 6 (H): 0.17



Which structure is the most stable? The one labeled ii.



## i
Density functional theory data (wB97M-V/def2-TZVPD) for a 2-piece molecular cluster, C9H14O overall.

lowest unoccupied orbital energy (alpha / beta): -3.921 / -7.491 eV
<S²>: 0.767

```
! wB97M-V def2-TZVPD RIJCOSX def2/J DEFGRID3
* xyz 1 2
C 3.3145 -1.8560 -1.5470
C 1.9229 -2.4212 -1.7930
H 3.9215 -1.7097 -2.4413
H 3.2846 -0.8778 -1.0721
H 3.9132 -2.5222 -0.9157
H 1.3908 -1.6903 -2.3978
H 1.9107 -3.4422 -2.1690
H 1.3970 -2.4607 -0.8283
C 0.3365 -1.2244 2.2671
C -1.3776 1.5349 -0.4409
C -2.2329 0.5607 0.1183
C 0.0025 1.6436 -0.0593
C -1.6713 -0.2909 1.0171
C 0.5001 0.8711 0.9454
C -0.3025 -0.2249 1.3890
O -1.9331 2.4944 -1.1436
H -3.2968 0.5335 -0.0595
H -1.3718 2.8815 -1.8343
H 0.5656 2.4248 -0.5598
H -2.3031 -1.0169 1.5191
H 1.4284 1.2178 1.3852
H 0.6953 -2.0709 1.6571
H -0.3559 -1.7434 2.9255
H 1.1373 -0.7694 2.8355
*
```

Here are the natural (NBO) charges for atoms 1 to 6, given in e: atom 1 (C): -0.61, atom 2 (C): -0.60, atom 3 (H): 0.22, atom 4 (H): 0.19, atom 5 (H): 0.21, atom 6 (H): 0.20



## ii
Density functional theory data (wB97M-V/def2-TZVPD) for a 2-piece molecular cluster, C9H14O overall.

lowest unoccupied orbital energy (alpha / beta): -4.402 / -8.125 eV
<S²>: 0.768

```
! wB97M-V def2-TZVPD RIJCOSX def2/J DEFGRID3
* xyz 1 2
C 0.5384 0.7473 2.1636
C -0.9162 1.1978 2.1410
O 1.4543 1.7960 1.8482
H 0.8062 0.3483 3.1456
H 0.6836 -0.0114 1.3900
H -1.5712 0.7528 2.8899
H 1.2044 2.5641 2.3755
H -1.3819 1.0956 1.1579
H -0.9845 2.2767 2.3454
C 1.5259 -2.2056 -0.6911
C 0.5487 -1.2559 -1.2426
C -0.7941 -1.6266 -1.4414
C 0.8293 0.1678 -1.2544
C -1.7279 -0.7058 -1.8195
C -0.0820 1.1104 -1.6793
C -1.3803 0.6872 -1.9256
H 1.3104 -3.2533 -0.8919
H 1.4352 -2.0387 0.3897
H -1.1105 -2.6609 -1.3135
H 1.7374 0.4759 -0.7418
H -2.7509 -0.9981 -1.9632
H 0.1665 2.1520 -1.7847
H -2.1073 1.4569 -2.0970
H 2.5665 -2.0726 -1.0007
*
```

Here are the natural (NBO) charges for atoms 1 to 6, given in e: atom 1 (C): -0.06, atom 2 (C): -0.65, atom 3 (O): -0.73, atom 4 (H): 0.18, atom 5 (H): 0.14, atom 6 (H): 0.23



Which structure is the most stable? The one labeled i.



## i
Density functional theory data (wB97M-V/def2-TZVPD) for a 2-piece molecular cluster, C6H12N3O3P overall.

lowest unoccupied orbital energy: 0.079 eV
SMILES: N#C[C@@H](CCO)[C@H](C#N)P(N)O.O

```
! wB97M-V def2-TZVPD RIJCOSX def2/J DEFGRID3
* xyz 0 1
N -1.0006 -1.5051 -2.5272
C -1.1239 -0.6979 -1.7355
C -0.9890 0.5307 -0.8802
C -2.2206 0.6238 0.0574
C -3.5567 0.8679 -0.6878
O -4.6559 0.4782 0.1290
C 0.2959 0.4804 0.0468
C 1.1102 1.6950 -0.2388
N 1.8750 2.5362 -0.2760
P 1.3365 -1.0904 -0.1645
N 2.8972 -0.5064 -0.5779
O 1.4738 -1.7458 1.4070
H -0.9809 1.4188 -1.5190
H -2.2928 -0.2252 0.7534
H -2.0426 1.5085 0.6952
H -3.6260 1.9586 -0.8479
H -3.5956 0.3675 -1.6604
H -4.4206 0.6699 1.0427
H -0.0233 0.4981 1.0983
H 3.5395 -1.2887 -0.6391
H 3.1860 0.1310 0.1654
H 1.2463 -1.0571 2.0511
O 4.6755 -1.8240 1.0702
H 5.1392 -1.9991 1.8958
H 3.7454 -1.7851 1.3315
*
```

Here are the natural (NBO) charges for atoms 1 to 6, given in e: atom 1 (N): -0.27, atom 2 (C): 0.25, atom 3 (C): -0.29, atom 4 (C): -0.42, atom 5 (C): -0.06, atom 6 (O): -0.70



## ii
Density functional theory data (wB97M-V/def2-TZVPD) for a single C6H12N3O3P molecule.

lowest unoccupied orbital energy: 0.693 eV
SMILES: CCOP(=O)(OCC)n1cncn1

```
! wB97M-V def2-TZVPD RIJCOSX def2/J DEFGRID3
* xyz 0 1
C -0.2189 0.2876 3.2585
C -0.8977 -0.6694 2.2927
O 0.0617 -1.3876 1.5203
P 0.9070 -0.9114 0.2934
O 2.2332 -1.4828 0.2000
O 0.7796 0.6708 0.2774
C 1.6274 1.3978 -0.6238
C 0.7826 2.1902 -1.6055
N -0.1711 -1.3748 -1.1540
C -1.3474 -0.7064 -1.2287
N -2.0793 -1.0902 -2.2368
C -1.3156 -2.0454 -2.8142
N -0.1753 -2.2700 -2.2366
H 0.2633 1.0972 2.7167
H -0.9566 0.7042 3.9411
H 0.5334 -0.2467 3.8326
H -1.6004 -0.1336 1.6479
H -1.4366 -1.4496 2.8429
H 2.2357 2.0690 -0.0096
H 2.2883 0.6967 -1.1392
H 0.1445 2.8901 -1.0696
H 1.4331 2.7476 -2.2738
H 0.1563 1.5261 -2.1964
H -1.6240 0.0713 -0.5454
H -1.6232 -2.5806 -3.6898
*
```

Here are the natural (NBO) charges for atoms 1 to 6, given in e: atom 1 (C): -0.64, atom 2 (C): -0.05, atom 3 (O): -0.81, atom 4 (P): 2.52, atom 5 (O): -1.05, atom 6 (O): -0.83



Which structure is the most stable? The one labeled ii.